The following is a quantum chemistry calculation of a cluster of 2 separate species, C5H14 in total, from OMol25.

Computed properties:
Energy above the lowest of the compared OMol25 structures with the same formula, charge and spin in kcal/mol: 46.01
Frontier orbital gap in Eh: 0.4372
Max |F| in eV/Å: 4.924
LUMO level in eV: 1.10
HOMO level in eV: -10.79
SMILES: CCC.CC

Last column: Löwdin charge in e.
Positions of all 19 atoms, in Å:
C 0.43 -1.73 0.72  -0.382
C 1.65 -0.98 1.03  -0.170
C 0.34 -1.93 -0.77  -0.164
H 0.63 -2.77 1.08  0.105
H -0.52 -1.30 1.16  0.124
H 2.36 -1.54 1.54  0.044
H -0.62 -2.38 -1.22  0.092
H 0.45 -0.89 -1.18  0.055
H 1.27 -2.58 -1.02  0.100
H 2.41 -0.88 0.15  0.105
H 1.44 0.10 1.19  0.070
C -0.77 1.66 -0.70  -0.151
C -1.72 2.73 -0.07  -0.138
H 0.26 1.38 -0.15  0.098
H -1.15 0.87 -1.21  0.009
H -0.30 2.25 -1.47  0.043
H -2.45 2.48 0.67  0.047
H -2.23 3.20 -0.96  0.077
H -1.11 3.54 0.20  0.036